# 1
# C4H8NO3

A cluster of 2 separate species, C4H8NO3 in total (the ωB97M-V functional and the def2-TZVPD basis, the Open Molecules 2025 dataset).

Computed properties:
- HOMO level (eV) = -4.609
- relative energy (zero: lowest compared OMol25 entry of this formula, charge and spin) (eV) = 7.108
- charge = -1

XYZ file:
```
16
Properties=species:S:1:pos:R:3:lowdin_charge:R:1
O 2.21 1.61 -1.45 -0.0098
C 1.39 0.77 -1.19 -0.4452
N 0.33 0.90 -0.33 0.0749
C -0.30 -0.18 0.00 -0.3172
C -1.88 -0.18 -0.56 -0.4084
O -2.36 -1.35 -0.49 -0.1404
C -0.52 -0.40 1.64 -0.3956
O 0.53 -0.92 2.10 -0.1235
H 2.82 0.49 1.19 0.0552
H 1.46 -0.21 -1.71 0.1192
H 2.97 -0.09 0.73 0.0452
H -1.78 0.23 -1.58 0.1043
H -2.37 0.61 0.04 0.1071
H -0.79 0.62 2.01 0.1043
H 0.23 -1.08 -0.36 0.1244
H -1.44 -1.03 1.61 0.1054
```

# 2
# C4H8NO3

The ion C4H8NO3 with charge -1 (the ωB97M-V functional and the def2-TZVPD basis, the Open Molecules 2025 dataset).

Computed properties:
- HOMO level (eV) = -3.958
- relative energy (zero: lowest compared OMol25 entry of this formula, charge and spin) (eV) = 1.365
- charge = -1
- SMILES string = N[C@H](CCO)C(=O)[O-]

XYZ file:
```
16
Properties=species:S:1:pos:R:3:lowdin_charge:R:1
O 2.69 0.28 0.19 -0.0731
C 1.79 0.76 0.91 -0.7235
O 1.88 1.43 1.96 -0.0898
C 0.29 0.46 0.49 -0.3421
C 0.15 0.08 -0.98 -0.1610
C -1.32 0.01 -1.37 -0.2584
O -1.87 -1.27 -0.98 -0.1306
N -0.21 -0.65 1.35 0.0322
H -0.21 1.37 0.78 0.1221
H 0.57 -0.93 -1.03 0.1135
H 0.83 0.72 -1.54 0.1105
H -1.47 0.08 -2.45 0.1007
H -1.88 0.75 -0.80 0.1021
H -1.67 -1.32 -0.02 0.0460
H 0.44 -1.42 1.19 0.0813
H -0.01 -0.35 2.30 0.0702
```

# 3
# C4H8NO3

A structure of composition C4H8NO3 (the ωB97M-V functional and the def2-TZVPD basis, the Open Molecules 2025 dataset).

Computed properties:
- HOMO level (eV) = -4.559
- relative energy (zero: lowest compared OMol25 entry of this formula, charge and spin) (eV) = 4.635
- charge = -1

XYZ file:
```
16
Properties=species:S:1:pos:R:3:lowdin_charge:R:1
C -0.28 0.96 0.06 -0.2591
C 0.71 0.03 -0.58 -0.0536
C 1.99 0.12 0.19 -0.3993
O 2.98 -0.70 0.11 -0.1276
N -1.58 0.91 -0.56 0.0029
C -2.43 -0.25 -0.23 -0.7667
O -3.24 -0.57 -1.13 -0.0909
O -2.21 -0.76 0.91 -0.1083
H 0.13 1.97 0.07 0.1113
H -0.46 0.62 1.07 0.1020
H 1.74 0.68 -0.90 0.1555
H 0.50 -0.83 -1.09 0.1056
H 1.12 -2.13 1.55 0.0583
H 2.01 0.94 0.93 0.1342
H 0.57 -1.94 1.14 0.0482
H -1.54 0.95 -1.56 0.0875
```

# 4
# C4H8NO3

A cluster of 2 separate species, C4H8NO3 in total (the ωB97M-V functional and the def2-TZVPD basis, the Open Molecules 2025 dataset).

Computed properties:
- HOMO level (eV) = -4.393
- relative energy (zero: lowest compared OMol25 entry of this formula, charge and spin) (eV) = 0.976
- charge = -1

XYZ file:
```
16
Properties=species:S:1:pos:R:3:lowdin_charge:R:1
N -1.17 -3.14 0.41 0.0714
C -0.42 -1.93 0.31 -0.8530
O -0.01 -1.44 1.39 -0.0979
O -0.27 -1.47 -0.85 -0.1077
H -1.13 -3.69 -0.43 0.0507
H -1.03 -3.63 1.27 0.0512
O -0.24 2.82 -1.58 0.0007
C -0.13 1.75 -1.02 -0.2702
C 1.05 1.36 -0.17 -0.2285
C 0.89 1.90 1.25 -0.1102
H -0.91 0.97 -1.07 0.1146
H 1.98 1.65 -0.66 0.1078
H 1.05 0.27 -0.10 0.0699
H 0.91 2.99 1.32 0.0625
H 1.67 1.51 1.91 0.0665
H -0.05 1.52 1.65 0.0721
```

# 5
# C4H8NO3

The ion C4H8NO3 with charge -1 (the ωB97M-V functional and the def2-TZVPD basis, the Open Molecules 2025 dataset).

Computed properties:
- HOMO level (eV) = -3.365
- relative energy (zero: lowest compared OMol25 entry of this formula, charge and spin) (eV) = 2.753
- charge = -1
- SMILES string = O=CN[C@@H](C[O-])CO

XYZ file:
```
16
Properties=species:S:1:pos:R:3:lowdin_charge:R:1
O -2.60 -0.60 1.20 -0.0254
C -1.76 -1.42 0.86 -0.3955
N -0.60 -1.16 0.24 0.0478
C -0.15 0.15 -0.12 -0.2806
C 0.42 0.22 -1.57 -0.2973
O 1.18 1.34 -1.80 -0.1196
C 0.91 0.71 0.91 -0.3841
O 2.21 0.73 0.44 -0.3424
H -1.87 -2.49 1.14 0.1171
H -0.06 -1.97 -0.02 0.1337
H -0.98 0.81 -0.01 0.1194
H 0.86 -0.78 -1.67 0.1014
H -0.41 0.27 -2.24 0.0939
H 1.85 1.27 -0.99 0.0571
H 0.83 0.08 1.83 0.0891
H 0.58 1.72 1.22 0.0854
```

# 6
# C4H8NO3

A cluster of 2 separate species, C4H8NO3 in total (the ωB97M-V functional and the def2-TZVPD basis, the Open Molecules 2025 dataset).

Computed properties:
- HOMO level (eV) = -4.320
- relative energy (zero: lowest compared OMol25 entry of this formula, charge and spin) (eV) = 0.966
- charge = -1

XYZ file:
```
16
Properties=species:S:1:pos:R:3:lowdin_charge:R:1
C -2.02 -0.74 0.88 -0.0745
C -1.29 -2.00 0.45 -0.7768
O -1.97 -3.02 0.25 -0.0772
O -0.03 -1.84 0.28 -0.1456
H -1.76 -0.22 1.82 0.0703
H -3.11 -0.75 0.81 0.0551
H -1.72 0.11 0.27 0.0355
C 1.93 2.63 -1.56 -0.0267
C 1.43 1.79 -0.37 -0.5812
O 1.55 2.20 0.77 0.0027
N 0.69 0.66 -0.60 0.1544
H 1.63 2.23 -2.54 0.0670
H 3.00 2.79 -1.42 0.0681
H 0.53 0.14 0.25 0.0685
H 0.73 0.11 -1.44 0.0974
H 1.68 3.69 -1.49 0.0631
```

# 7
# C4H8NO3

A cluster of 2 separate species, C4H8NO3 in total (the ωB97M-V functional and the def2-TZVPD basis, the Open Molecules 2025 dataset).

Computed properties:
- HOMO level (spin up / spin down) (eV) = -10.310 / -10.183
- expectation value of S² = 0.76
- multiplicity = 2
- relative energy (zero: lowest compared OMol25 entry of this formula, charge and spin) (eV) = 2.323
- charge = 0

XYZ file:
```
16
Properties=species:S:1:pos:R:3:mulliken_spin:R:1
C -0.54 -0.53 -1.84 -0.0034
C 0.90 -0.65 -1.82 -0.0107
O 1.67 -1.17 -2.66 0.0465
N 1.31 -0.52 -0.47 0.1533
H 2.19 -0.64 -0.23 -0.0025
H 0.70 0.12 0.28 -0.0222
H -0.83 -0.78 -2.90 0.0000
H -0.85 0.52 -1.52 -0.0001
H -1.03 -1.22 -1.08 -0.0006
C -0.61 -0.64 2.06 -0.0131
C -0.92 0.88 1.65 -0.0429
O -0.29 1.25 0.60 0.6868
O -1.49 1.66 2.32 0.1950
H 0.46 -0.75 1.84 0.0065
H -1.28 -1.17 1.47 -0.0008
H -0.62 -0.77 3.03 0.0080
```

# 8
# C4H8NO5P

A cluster of 2 separate species, C4H8NO5P in total (the ωB97M-V functional and the def2-TZVPD basis, the Open Molecules 2025 dataset).

Computed properties:
- HOMO level (eV) = 0.415
- relative energy (zero: lowest compared OMol25 entry of this formula, charge and spin) (eV) = 3.697
- charge = -2

XYZ file:
```
19
Properties=species:S:1:pos:R:3:lowdin_charge:R:1
C -1.91 -1.68 0.24 -0.5337
C 0.44 1.91 0.74 -0.1427
C -0.57 1.13 -1.25 -0.1990
C -0.18 -0.44 0.61 -0.2517
N -0.47 0.91 0.18 -0.3377
O -1.48 -2.86 0.28 -0.0962
O 1.57 -0.72 -1.45 -0.4147
O 2.60 -0.30 0.83 -0.4176
O -2.94 -1.01 0.05 -0.0753
O 1.48 -2.56 0.52 -0.2469
P 1.49 -0.93 0.05 0.2420
H -0.05 2.89 0.39 0.0786
H 0.45 1.98 1.84 0.0654
H 1.37 1.48 0.28 0.0619
H 0.40 1.41 -1.84 0.0820
H -1.10 0.29 -1.89 0.1076
H -1.30 1.94 -1.38 0.0417
H -0.42 -0.66 1.63 0.0535
H 0.60 -2.76 0.17 -0.0174
```

# 9
# C4H8NO5S2

The ion C4H8NO5S2 with charge -1 (the ωB97M-V functional and the def2-TZVPD basis, the Open Molecules 2025 dataset).

Computed properties:
- HOMO level (eV) = -5.425
- relative energy (zero: lowest compared OMol25 entry of this formula, charge and spin) (eV) = 0.000
- charge = -1

XYZ file:
```
20
Properties=species:S:1:pos:R:3:lowdin_charge:R:1
C -0.87 -0.87 1.03 -0.1822
C -0.60 1.22 0.05 -0.2339
C 0.35 -1.01 0.01 -0.3175
C 0.54 0.48 -0.49 -0.3789
N -1.67 0.20 0.37 -0.0655
O -0.57 -3.26 -0.84 -0.5173
O 1.61 1.53 1.66 -0.3958
O -1.08 -1.12 -2.21 -0.3628
O 3.21 0.49 0.10 -0.3824
O 2.02 2.58 -0.49 -0.3823
S 0.04 -2.12 -1.52 0.9166
S 2.00 1.32 0.27 0.4391
H -1.51 -1.73 1.01 0.0965
H -0.45 -0.71 1.96 0.0866
H -0.20 1.72 1.04 0.1357
H -1.04 1.88 -0.67 0.1110
H 1.16 -1.37 0.79 0.1571
H 0.78 0.50 -1.55 0.1102
H -1.44 -0.44 -1.50 0.0771
H -2.28 0.70 0.97 0.0887
```

# 10
# C4H8NOPS

A cluster of 2 separate species, C4H8NOPS in total (the ωB97M-V functional and the def2-TZVPD basis, the Open Molecules 2025 dataset).

Computed properties:
- HOMO level (eV) = -9.127
- relative energy (zero: lowest compared OMol25 entry of this formula, charge and spin) (eV) = 0.538
- charge = 0
- SMILES string = CP(S)C#N.CC=O

XYZ file:
```
16
Properties=species:S:1:pos:R:3:lowdin_charge:R:1
C 1.44 -0.89 0.77 -0.4933
C -0.82 3.54 -0.50 -0.0467
C 1.08 -3.59 -0.10 -0.3060
C -0.55 2.12 -0.06 -0.2894
N 1.97 0.13 0.64 0.0754
O -1.40 1.38 0.41 -0.0324
P 0.33 -2.30 1.06 0.5408
S -1.28 -1.67 -0.09 0.4400
H -1.68 3.47 -1.16 0.0775
H -1.17 4.27 0.28 0.0966
H -0.10 4.13 -1.00 0.0544
H 1.25 -3.05 -0.94 -0.0201
H 1.92 -4.09 0.33 0.0361
H 0.22 -4.25 -0.14 0.0245
H -1.57 -0.87 0.88 -0.2310
H 0.36 1.65 -0.38 0.0737
```

# 11
# C4H8NOS

The ion C4H8NOS with charge -1 (the ωB97M-V functional and the def2-TZVPD basis, the Open Molecules 2025 dataset).

Computed properties:
- HOMO level (eV) = -2.708
- relative energy (zero: lowest compared OMol25 entry of this formula, charge and spin) (eV) = 2.482
- charge = -1
- SMILES string = CN[C@@H](C=O)C[S-]

XYZ file:
```
15
Properties=species:S:1:pos:R:3:lowdin_charge:R:1
C 1.72 -0.27 -0.61 -0.1277
N 0.56 0.47 -1.08 -0.0982
C -0.55 0.43 -0.20 -0.4326
C -0.40 0.86 1.32 -0.6279
S -2.13 0.55 2.00 0.1562
C -1.19 -1.09 -0.17 -0.2728
O -1.78 -1.47 -1.19 -0.0667
H 2.52 0.39 -0.46 0.0410
H 2.03 -1.09 -1.28 0.0792
H 1.60 -0.68 0.41 0.0737
H 0.32 0.39 -2.02 0.0764
H -1.38 1.10 -0.59 0.1267
H -0.22 1.84 1.42 -0.0262
H 0.41 0.30 1.81 0.0400
H -1.51 -1.73 0.64 0.0591
```

# 12
# C4H8NOS

The ion C4H8NOS with charge +1 (the ωB97M-V functional and the def2-TZVPD basis, the Open Molecules 2025 dataset).

Computed properties:
- HOMO level (eV) = -14.773
- relative energy (zero: lowest compared OMol25 entry of this formula, charge and spin) (eV) = 1.304
- charge = +1

XYZ file:
```
15
Properties=species:S:1:pos:R:3:lowdin_charge:R:1
C 0.56 -0.13 -2.17 0.0853
C -0.37 -0.31 -1.23 -0.0624
C -0.12 0.36 0.19 -0.3551
C 0.11 -0.51 1.55 -0.5633
N -0.51 -0.07 2.65 0.1577
O -0.89 1.40 0.63 -0.0241
S 1.15 -1.87 1.62 0.9420
H 0.35 -0.66 -3.05 0.0651
H 1.45 0.39 -1.96 0.0752
H -1.23 -0.87 -1.20 0.0823
H 0.88 0.76 0.23 0.1303
H -1.25 0.65 2.53 0.1619
H -0.07 -0.28 3.55 0.1421
H -1.61 1.53 -0.05 0.1624
H 1.76 -1.64 0.31 0.0008
```

# 13
# C4H8NOS

The ion C4H8NOS with charge +1 (the ωB97M-V functional and the def2-TZVPD basis, the Open Molecules 2025 dataset).

Computed properties:
- HOMO level (eV) = -14.907
- relative energy (zero: lowest compared OMol25 entry of this formula, charge and spin) (eV) = 1.522
- charge = +1

XYZ file:
```
15
Properties=species:S:1:pos:R:3:lowdin_charge:R:1
C -0.92 -0.48 0.52 -0.0741
C 1.06 1.03 0.56 -0.6725
C 2.49 0.63 0.39 -0.0345
C -2.31 -1.56 -0.98 -0.0979
N 0.18 0.08 0.85 0.1222
O -1.24 -0.71 -0.80 -0.0535
S 0.53 2.63 0.51 1.0024
H -1.62 -1.08 1.12 0.1671
H 2.93 1.17 -0.52 0.1287
H 2.31 -0.48 0.13 0.1327
H 2.93 0.76 1.33 0.0816
H -2.19 -2.59 -0.63 0.1055
H -2.45 -1.69 -2.04 0.0881
H -3.36 -1.07 -0.63 0.1616
H 1.64 3.34 0.19 -0.0572
```

# 14
# C4H8NOS

The ion C4H8NOS with charge +1 (the ωB97M-V functional and the def2-TZVPD basis, the Open Molecules 2025 dataset).

Computed properties:
- HOMO level (spin up / spin down) (eV) = -11.423 / -15.599
- expectation value of S² = 2.01
- multiplicity = 3
- relative energy (zero: lowest compared OMol25 entry of this formula, charge and spin) (eV) = 1.456
- charge = +1

XYZ file:
```
15
Properties=species:S:1:pos:R:3:mulliken_spin:R:1
C -0.64 -0.73 0.93 0.6081
C 0.35 0.92 -0.41 0.0206
C -1.16 1.56 -0.18 0.0594
C 1.62 -1.22 0.19 -0.0005
N 0.44 -0.32 0.36 0.3318
O -2.40 -0.72 -0.67 0.6099
S -2.12 0.11 0.45 0.3191
H -0.63 -1.82 1.18 0.0106
H 0.46 0.80 -1.49 0.0066
H 1.12 1.70 -0.04 0.0155
H -1.36 2.36 0.56 0.0006
H -1.50 1.68 -1.20 0.0051
H 1.32 -2.19 -0.15 0.0050
H 2.22 -1.40 1.01 0.0065
H 2.28 -0.73 -0.54 0.0017
```

# 15
# C4H8NS

The ion C4H8NS with charge +1 (the ωB97M-V functional and the def2-TZVPD basis, the Open Molecules 2025 dataset).

Computed properties:
- HOMO level (eV) = -13.438
- relative energy (zero: lowest compared OMol25 entry of this formula, charge and spin) (eV) = 2.882
- charge = +1
- SMILES string = C=CS[C@H]1C[NH2+]1

XYZ file:
```
14
Properties=species:S:1:pos:R:3:lowdin_charge:R:1
C -3.10 -0.66 -0.18 -0.0149
C -2.24 0.26 0.21 -0.5624
C 2.07 -0.67 -0.17 -0.0309
C 1.06 0.11 0.54 -0.2691
N 2.21 0.80 -0.07 0.1067
S -0.72 0.63 -0.58 0.8767
H -4.18 -0.68 0.15 0.0948
H -3.00 -1.46 -0.98 0.0981
H -2.43 1.11 0.84 0.0465
H 2.77 -1.20 0.30 0.0950
H 1.62 -0.96 -1.12 0.1331
H 1.06 0.37 1.58 0.1185
H 2.95 1.17 0.43 0.1588
H 1.91 1.18 -0.96 0.1489
```

# 16
# C4H8NS

A structure of composition C4H8NS (the ωB97M-V functional and the def2-TZVPD basis, the Open Molecules 2025 dataset).

Computed properties:
- HOMO level (spin up / spin down) (eV) = -12.939 / -12.938
- relative energy (zero: lowest compared OMol25 entry of this formula, charge and spin) (eV) = 4.396
- charge = +1

XYZ file:
```
14
Properties=species:S:1:pos:R:3:lowdin_charge:R:1
C -2.72 0.95 -0.33 0.0980
C -2.58 -0.31 0.12 -0.2281
C -1.38 -1.05 0.12 -0.4282
C 2.43 -0.71 -0.52 -0.1040
N 2.90 0.52 0.13 0.0101
S 0.14 -0.32 -0.07 0.8702
H -3.67 1.44 -0.33 0.0834
H -1.89 1.50 -0.74 0.0601
H -3.45 -0.85 0.48 0.1167
H -1.41 -2.12 0.26 0.0782
H 2.62 -1.57 0.13 0.0089
H 3.61 0.93 -0.49 0.1662
H 3.29 0.44 1.09 0.1648
H 2.10 1.18 0.15 0.1038
```